Entry 1:
Molecular formula: C4H4F2
Method: DFT, the ωB97M-V functional and the def2-TZVPD basis

Geometry as ORCA input:
```
! RIJCOSX wB97M-V def2-TZVPD def2/J DEFGRID3
* xyz 0 1
C -0.892 -0.269 -1.790
C 1.321 0.818 1.386
C -0.054 -0.463 -0.874
C 0.283 0.810 0.649
F 0.781 -1.512 -0.788
F -0.777 1.573 0.799
H -0.769 -0.835 -2.655
H -1.395 0.614 -1.840
H 1.561 1.706 2.009
H 2.079 0.106 1.020
*
```

Summary:
Energy relative to the best compared isomer or geometry (same formula, charge and spin) (kcal/mol): 60.32
HOMO (eV): -10.26
Frontier orbital gap (eV): 11.38
Maximum force (hartree/bohr): 0.155

Electronic structure analysis, natural (NBO) charges in units of e: C -0.555; C -0.569; C 0.433; C 0.420; F -0.335; F -0.326; H 0.225; H 0.229; H 0.238; H 0.240

***

Entry 2:
Molecular formula: C4H5NO3
Method: DFT, the ωB97M-V functional and the def2-TZVPD basis

Geometry as ORCA input:
```
! RIJCOSX wB97M-V def2-TZVPD def2/J DEFGRID3
* xyz 0 1
C 0.334 0.102 -0.045
C 0.000 1.469 0.315
C -1.281 2.113 0.180
C -0.798 -0.715 -0.074
H 3.353 -0.626 -0.556
H 0.967 1.692 1.507
H -2.311 1.901 -0.888
H -0.972 3.167 0.810
H -1.455 -2.393 0.506
N 1.448 -0.530 -0.139
O 2.677 0.160 -0.274
O -0.730 -1.831 0.822
O -1.853 -0.560 -0.881
*
```

Summary:
Energy relative to the best compared isomer or geometry (same formula, charge and spin) (kcal/mol): 203.43
HOMO (eV): -9.72
Frontier orbital gap (eV): 9.28
Maximum force (hartree/bohr): 0.180

Electronic structure analysis, natural (NBO) charges in units of e: C -0.055; C -0.252; C -0.412; C 0.776; H 0.496; H 0.228; H 0.317; H 0.247; H 0.497; N -0.042; O -0.537; O -0.659; O -0.604

***

Entry 3:
Molecular formula: C28H48GeNO4SSr
Method: DFT, the ωB97M-V functional and the def2-TZVPD basis

Geometry as ORCA input:
```
! RIJCOSX wB97M-V def2-TZVPD def2/J DEFGRID3
* xyz 2 2
Sr 0.142 -0.538 -0.267
C 1.299 1.913 3.512
C 1.859 0.943 2.486
C 3.358 1.116 2.319
C 1.477 -0.493 2.810
O 1.281 1.225 1.162
Ge -0.230 2.148 0.863
O -0.257 1.931 -0.921
C -0.031 2.936 -1.960
C 0.359 4.256 -1.318
C 1.103 2.397 -2.820
C -1.329 3.059 -2.739
O -1.317 0.791 1.309
C -2.780 0.798 1.419
C -3.290 0.066 0.184
C -3.276 2.231 1.470
C -3.099 0.048 2.699
H 1.748 1.720 4.487
H 0.218 1.792 3.628
H 1.534 2.945 3.246
H 3.871 0.947 3.266
H 3.584 2.127 1.984
H 3.745 0.402 1.591
H 1.942 -0.813 3.744
H 1.846 -1.188 2.045
H 0.397 -0.605 2.933
H 1.276 4.153 -0.732
H -0.444 4.645 -0.686
H 0.548 5.001 -2.091
H 2.017 2.310 -2.230
H 1.303 3.058 -3.662
H 0.835 1.418 -3.224
H -2.129 3.423 -2.093
H -1.618 2.093 -3.156
H -1.217 3.763 -3.564
H -3.013 0.613 -0.722
H -4.376 -0.027 0.194
H -2.885 -0.951 0.155
H -3.039 2.764 0.543
H -2.854 2.763 2.325
H -4.361 2.252 1.580
H -2.693 -0.964 2.654
H -4.177 -0.026 2.844
H -2.677 0.567 3.560
C 3.738 -0.433 -1.622
C 3.075 -1.792 -1.540
O 1.674 -1.726 -1.877
C 1.403 -1.852 -3.284
C -0.093 -1.695 -3.503
H 4.789 -0.509 -1.345
H 3.263 0.278 -0.938
H 3.691 -0.026 -2.632
H 3.118 -2.205 -0.528
H 3.562 -2.515 -2.198
H 1.757 -2.830 -3.618
H 1.960 -1.085 -3.827
H -0.641 -2.095 -2.642
H -0.425 -2.281 -4.358
H -0.385 -0.660 -3.684
N -0.602 -2.893 0.185
S -0.213 -4.150 -0.746
C -1.232 -5.522 -0.192
C -2.493 -5.236 0.309
C -3.320 -6.285 0.682
C -2.891 -7.597 0.539
C -1.631 -7.866 0.022
C -0.791 -6.828 -0.350
C 1.412 -4.742 -0.291
C 1.828 -4.758 1.031
C 3.110 -5.193 1.327
C 3.957 -5.613 0.307
C 3.527 -5.600 -1.013
C 2.248 -5.156 -1.319
H -0.749 -3.197 1.147
H -2.825 -4.211 0.405
H -4.303 -6.074 1.080
H -3.539 -8.412 0.828
H -1.296 -8.888 -0.089
H 0.194 -7.041 -0.742
H 1.155 -4.448 1.823
H 3.447 -5.221 2.354
H 4.953 -5.960 0.546
H 4.185 -5.937 -1.803
H 1.898 -5.137 -2.345
*
```

Summary:
HOMO (spin up / spin down) (eV): -14.02 / -14.02
Frontier orbital gap (spin up / spin down) (eV): 9.78 / 6.07
Maximum force (hartree/bohr): 0.023

Electronic structure analysis, natural (NBO) charges in units of e: Sr 1.850; C -0.657; C 0.289; C -0.628; C -0.654; O -1.013; Ge 1.906; O -1.006; C 0.275; C -0.650; C -0.627; C -0.627; O -1.011; C 0.274; C -0.646; C -0.650; C -0.626; H 0.255; H 0.217; H 0.232; H 0.238; H 0.231; H 0.210; H 0.254; H 0.190; H 0.223; H 0.219; H 0.222; H 0.256; H 0.217; H 0.246; H 0.198; H 0.219; H 0.213; H 0.241; H 0.213; H 0.251; H 0.209; H 0.213; H 0.227; H 0.255; H 0.212; H 0.239; H 0.224; C -0.645; C -0.076; O -0.656; C -0.069; C -0.653; H 0.247; H 0.196; H 0.224; H 0.195; H 0.205; H 0.194; H 0.194; H 0.200; H 0.262; H 0.214; N -1.328; S 1.102; C -0.168; C -0.252; C -0.177; C -0.175; C -0.182; C -0.238; C -0.284; C -0.156; C -0.210; C -0.178; C -0.189; C -0.223; H 0.372; H 0.231; H 0.232; H 0.238; H 0.238; H 0.233; H 0.216; H 0.236; H 0.240; H 0.238; H 0.230

***

Which of these has the lowest maximum force?
C28H48GeNO4SSr

***

The lowest maximum force belongs to which entry?
C28H48GeNO4SSr

***

Which of these has the lowest maximum force?
C28H48GeNO4SSr

***

maximum force of number 1 (C4H4F2)?
0.155 hartree/bohr